Density functional theory data (ωB97M-V/def2-TZVPD) for a gas-phase ion, C22H28NO4 (charge +1).

Summary:
- SMILES = O=C(Cc1ccccc1)O[C@@H](COCc1ccccc1)C[NH+]1CCOCC1
- ΔE to the lowest compared entry with this formula, charge and spin (kcal/mol) = 0.0
- E_tot (Eh) = -1210.614772
- HOMO-LUMO gap (eV) = 9.8

Structure (ORCA input):
```
! RIJCOSX wB97M-V def2-TZVPD def2/J DEFGRID3
* xyz 1 1
O 1.58594 0.33828 -1.64113
C 2.08213 1.33538 -1.14503
C 3.46699 1.80992 -1.43493
C 4.29000 1.02171 -0.42904
C 4.60487 -0.30760 -0.68308
C 5.31787 -1.04383 0.24785
C 5.71267 -0.45861 1.44007
C 5.39176 0.86375 1.69960
C 4.67347 1.60063 0.77294
O 1.50599 2.04395 -0.17790
C 0.20997 1.71994 0.34203
C -0.88198 1.82731 -0.73774
O -2.07515 1.34615 -0.17824
C -3.23737 1.62596 -0.96405
C -4.39590 0.91678 -0.31775
C -4.71052 -0.38677 -0.68089
C -5.75568 -1.05168 -0.06394
C -6.49154 -0.42021 0.92444
C -6.17907 0.87705 1.29461
C -5.13389 1.54227 0.67821
C 0.18455 0.39662 1.12457
N 0.25702 -0.81899 0.27476
C -1.04111 -1.51031 0.11108
C -0.87022 -2.62999 -0.91767
O 0.10808 -3.54527 -0.49349
C 1.35249 -2.92226 -0.32003
C 1.27022 -1.80140 0.72444
H 3.74951 1.55121 -2.45384
H 3.55962 2.87880 -1.25967
H 4.30079 -0.76079 -1.61519
H 5.57058 -2.07193 0.03857
H 6.27364 -1.03045 2.16256
H 5.70316 1.32496 2.62394
H 4.42407 2.63096 0.97730
H 0.03752 2.51023 1.08136
H -0.97909 2.88072 -1.03499
H -0.61837 1.25187 -1.63882
H -3.08056 1.26344 -1.98929
H -3.40399 2.70956 -0.99483
H -4.14767 -0.87841 -1.46281
H -5.99977 -2.06058 -0.35993
H -7.31021 -0.93650 1.40136
H -6.75323 1.37380 2.06151
H -4.89320 2.55505 0.96486
H 1.03066 0.39948 1.81615
H -0.74288 0.37558 1.69900
H 0.59719 -0.48459 -0.67771
H -1.79970 -0.79011 -0.19779
H -1.32979 -1.93928 1.07396
H -1.79724 -3.19514 -1.01916
H -0.59794 -2.20340 -1.89548
H 2.04351 -3.69731 0.01299
H 1.71262 -2.50245 -1.27190
H 2.24360 -1.31540 0.81679
H 0.96555 -2.20812 1.69140
*
```

Mulliken population analysis, charges in e, atoms 1 to 8: number 1, O, carries -0.678; number 2, C, carries 0.793; number 3, C, carries -1.314; number 4, C, carries 0.584; number 5, C, carries -0.199; number 6, C, carries -0.678; number 7, C, carries -0.451; number 8, C, carries -0.602


Density functional theory data (ωB97M-V/def2-TZVPD) for 5 unconnected molecules or ions with the total composition C3H13N2O4.

Summary:
- expectation value of S² = 0.756
- ΔE to the lowest compared entry with this formula, charge and spin (kcal/mol) = 0.0
- E_tot (Eh) = -532.477666
- HOMO-LUMO gap (spin up / spin down) (eV) = 3.5 / 7.7

Structure (ORCA input):
```
! RIJCOSX wB97M-V def2-TZVPD def2/J DEFGRID3
* xyz 0 2
C -1.74556 -1.48464 1.32863
C -1.53229 -0.20508 1.69282
N -0.70292 0.38840 0.76679
C -0.39734 -0.56089 -0.23032
N -1.13160 -1.70299 0.09725
H -2.27514 -2.25135 1.86831
H -1.76572 0.19878 2.66054
H -0.42853 1.34712 0.68302
H 0.23365 -0.25915 -1.02973
H -1.16105 -2.55683 -0.42112
H -3.16710 -2.55940 -3.02876
H -1.85439 -3.28575 -3.07284
O -2.33804 -2.65080 -2.52939
H 4.88071 -0.17299 -1.32030
H 4.98184 0.73262 -0.09499
O 4.35592 0.39874 -0.75081
H -0.01622 3.69708 2.26195
H 1.13623 3.39858 1.29054
O 0.20199 3.22513 1.44265
H 2.56051 1.43977 -1.05326
H 1.47400 2.40120 -1.32978
O 1.67869 1.67557 -0.72327
*
```

Mulliken population analysis, charges in e, atoms 1 to 8: number 1, C, carries -0.462; number 2, C, carries -0.336; number 3, N, carries 0.075; number 4, C, carries -0.810; number 5, N, carries 0.007; number 6, H, carries 0.351; number 7, H, carries 0.344; number 8, H, carries 0.240


Density functional theory data (ωB97M-V/def2-TZVPD) for 2 unconnected molecules or ions with the total composition C2H6N4S.

Summary:
- SMILES = c1nnn[nH]1.CS
- ΔE to the lowest compared entry with this formula, charge and spin (kcal/mol) = 52.6
- E_tot (Eh) = -696.942275
- HOMO-LUMO gap (eV) = 9.7

Structure (ORCA input):
```
! RIJCOSX wB97M-V def2-TZVPD def2/J DEFGRID3
* xyz 0 1
C 3.24418 1.16932 -0.15951
N 3.54181 0.07918 -0.84057
N 3.30910 -0.95701 -0.01101
N 2.91058 -0.54696 1.13344
N 2.90498 0.71935 1.06798
H 3.25748 2.09310 -0.54112
H 2.40956 1.12926 1.92365
C -0.84065 -0.86853 0.45901
S -0.47287 0.20582 -0.96558
H -1.18506 -0.20618 1.32063
H 0.02244 -1.52718 0.59706
H -1.73740 -1.48980 0.27973
H 0.53247 -0.49179 -1.51748
*
```

Mulliken population analysis, charges in e, atoms 1 to 8: number 1, C, carries -0.150; number 2, N, carries -0.236; number 3, N, carries -0.246; number 4, N, carries -0.319; number 5, N, carries 0.168; number 6, H, carries 0.503; number 7, H, carries 0.292; number 8, C, carries -0.678


Density functional theory data (ωB97M-V/def2-TZVPD) for a single C3H7O2P molecule.

Summary:
- SMILES = O/C=C/[C@H](O)P
- ΔE to the lowest compared entry with this formula, charge and spin (kcal/mol) = 77.5
- E_tot (Eh) = -610.234468
- HOMO-LUMO gap (eV) = 10.1

Structure (ORCA input):
```
! RIJCOSX wB97M-V def2-TZVPD def2/J DEFGRID3
* xyz 0 1
O 0.22406 0.04064 -3.03343
C 0.06769 0.30740 -1.64052
C -0.43932 -0.56954 -0.82694
C -0.49644 0.14127 0.77568
O -0.46479 1.55635 0.72719
P 0.80873 -0.58159 1.73669
H 0.70118 0.79938 -3.45516
H 0.25027 1.35158 -1.49666
H -0.68721 -1.62144 -0.74344
H -1.50952 -0.18245 1.21976
H -0.81279 1.78592 -0.14666
H 0.56534 0.17754 2.93398
H 1.94989 0.22832 1.15503
*
```

Mulliken population analysis, charges in e, atoms 1 to 8: number 1, O, carries -0.501; number 2, C, carries -0.180; number 3, C, carries -0.357; number 4, C, carries -0.065; number 5, O, carries -0.468; number 6, P, carries -0.108; number 7, H, carries 0.332; number 8, H, carries 0.258


Density functional theory data (ωB97M-V/def2-TZVPD) for a single C2H3N3O molecule.

Summary:
- ΔE to the lowest compared entry with this formula, charge and spin (kcal/mol) = 129.3
- E_tot (Eh) = -317.326212
- HOMO-LUMO gap (eV) = 8.5

Structure (ORCA input):
```
! RIJCOSX wB97M-V def2-TZVPD def2/J DEFGRID3
* xyz 0 1
O -0.86063 -0.29757 1.70476
C -0.75133 -1.08630 -0.31511
N 0.35857 -1.11170 -1.01578
N 0.93704 0.13783 -0.87121
C 0.28740 0.92354 -0.05265
N -0.80432 0.18738 0.34163
H -1.46234 -1.06880 1.55999
H 1.75180 0.34259 -1.43184
H 0.54381 1.97304 0.08021
*
```

Mulliken population analysis, charges in e, atoms 1 to 8: number 1, O, carries -0.384; number 2, C, carries -0.240; number 3, N, carries -0.577; number 4, N, carries 0.203; number 5, C, carries -0.086; number 6, N, carries 0.041; number 7, H, carries 0.419; number 8, H, carries 0.224


Density functional theory data (ωB97M-V/def2-TZVPD) for a single C6H7NO molecule.

Summary:
- SMILES = O[C@@H]1CC=CC=C=N1
- ΔE to the lowest compared entry with this formula, charge and spin (kcal/mol) = 94.4
- E_tot (Eh) = -362.663038
- HOMO-LUMO gap (eV) = 8.3

Structure (ORCA input):
```
! RIJCOSX wB97M-V def2-TZVPD def2/J DEFGRID3
* xyz 0 1
O 2.71064 0.64541 -0.28156
C 1.62378 0.18685 0.37295
C 0.58897 -0.81491 -0.47018
C -0.78612 -1.11057 0.16286
C -1.88318 -0.34452 0.08608
C -1.98649 1.08666 -0.30224
C -0.65367 1.34854 0.02892
N 0.46928 1.26461 0.42650
H 3.07273 1.36451 0.32748
H 1.89770 -0.19065 1.44288
H 1.10692 -1.80549 -0.59653
H 0.25787 -0.37438 -1.46797
H -0.81912 -2.06084 0.66773
H -2.84471 -0.81221 0.52340
H -2.75463 1.61699 -0.92032
*
```

Mulliken population analysis, charges in e, atoms 1 to 8: number 1, O, carries -0.496; number 2, C, carries 0.226; number 3, C, carries -0.869; number 4, C, carries -0.414; number 5, C, carries -0.043; number 6, C, carries -0.870; number 7, C, carries 0.600; number 8, N, carries -0.420


Density functional theory data (ωB97M-V/def2-TZVPD) for a molecular structure, C2H2O2S2.

Summary:
- ΔE to the lowest compared entry with this formula, charge and spin (kcal/mol) = 98.2
- E_tot (Eh) = -1024.106198
- HOMO-LUMO gap (eV) = 8.1

Structure (ORCA input):
```
! RIJCOSX wB97M-V def2-TZVPD def2/J DEFGRID3
* xyz 0 1
C 0.93498 -1.41763 -0.88716
C 1.64671 -0.42072 -0.09156
O -1.53607 1.68434 -0.50068
O -2.89565 0.56277 1.07200
S -0.10823 -0.93058 0.29002
S -2.40949 0.57033 -0.26154
H 2.41850 -0.67471 0.69862
H 1.94925 0.62621 -0.31969
*
```

Partial atomic charges computed with the Mulliken method, in multiples of e: number 1, C, carries -0.191; number 2, C, carries -0.207; number 3, O, carries -0.385; number 4, O, carries -0.378; number 5, S, carries -0.010; number 6, S, carries 0.688; number 7, H, carries 0.226; number 8, H, carries 0.257


Density functional theory data (ωB97M-V/def2-TZVPD) for 12 unconnected molecules or ions with the total composition C19H47N9O28S3.

Summary:
- SMILES = C[N+](=O)[O-].C[N+](=O)[O-].C[N+](=O)[O-].C[N+](=O)[O-].C[N+](=O)[O-].C[N+](=O)[O-].C[N+](=O)[O-].O=S1(=O)OCCO1.O=S1(=O)OCCO1.O=S1(=O)OCCO1.CN(C)C=O.CN(C)C=O
- E_tot (Eh) = -4545.362047
- HOMO-LUMO gap (eV) = 8.3

Structure (ORCA input):
```
! RIJCOSX wB97M-V def2-TZVPD def2/J DEFGRID3
* xyz 0 1
C 5.05900 -1.67014 3.04349
N 4.25638 -0.40209 2.97861
O 3.02804 -0.53524 2.99151
O 4.88515 0.68424 2.94275
H 4.54551 -2.41372 2.43397
H 5.02830 -2.03080 4.07163
H 6.04917 -1.29743 2.78128
C 2.69438 -4.50153 0.34015
N 1.82591 -5.45886 -0.36243
O 2.33173 -6.24089 -1.11118
O 0.59922 -5.28273 -0.15433
H 2.00679 -3.70782 0.63227
H 3.38040 -4.15605 -0.43324
H 3.19635 -5.06568 1.12619
C 1.72001 -1.08585 -2.83778
N 2.84094 -0.45071 -3.63293
O 4.00728 -0.65831 -3.31090
O 2.61052 0.23425 -4.61385
H 1.10339 -0.33642 -2.34156
H 2.01741 -1.83386 -2.10283
H 1.05483 -1.59981 -3.53166
C -4.91366 -0.26148 2.05182
N -4.37980 1.03557 2.48567
O -3.36714 1.42215 1.87028
O -5.01472 1.67498 3.33474
H -4.19424 -0.68515 1.35106
H -5.86939 -0.03657 1.57844
H -4.98008 -0.85841 2.96141
C -2.86638 -5.49084 -0.91726
N -1.84331 -5.00495 -1.93611
O -1.81414 -3.80584 -2.17413
O -1.09839 -5.80290 -2.47723
H -3.75389 -5.84318 -1.44287
H -3.17069 -4.57845 -0.40437
H -2.48886 -6.27280 -0.25838
C -2.85863 -5.53241 3.40950
N -3.32304 -4.06071 3.45045
O -2.94087 -3.24769 2.59898
O -4.12885 -3.72242 4.27622
H -3.59660 -6.01414 4.05094
H -1.80099 -5.58583 3.66761
H -3.05366 -5.87544 2.39343
C -5.80884 -1.85586 -3.08966
N -4.80734 -1.72751 -1.98935
O -3.92310 -0.86011 -2.20423
O -4.95908 -2.48026 -1.07715
H -5.67056 -2.90937 -3.33275
H -5.43233 -1.17236 -3.85070
H -6.75310 -1.51852 -2.66225
O 4.59807 -0.23129 -0.27037
S 4.43577 1.21207 -0.22002
O 3.15312 1.70940 0.36829
O 5.75607 1.96396 0.40544
C 5.95043 3.21961 -0.18425
C 5.21856 3.24645 -1.52170
O 4.70128 1.96122 -1.67124
H 5.54303 3.97593 0.48664
H 6.99754 3.44494 -0.38645
H 5.93767 3.40922 -2.32449
H 4.42107 3.98661 -1.58714
O 2.37089 7.21983 -3.14389
S 2.60901 5.76133 -3.54720
O 3.99620 5.32086 -3.79382
O 1.78404 4.58852 -2.56518
C 1.55984 3.45156 -3.41169
C 1.08408 4.00391 -4.66269
O 1.51811 5.33675 -4.75229
H 2.51597 2.93768 -3.51091
H 0.86481 2.73489 -2.97417
H 0.01165 4.19166 -4.61033
H 1.36996 3.46705 -5.56720
O -5.88022 1.63083 -2.92779
S -5.08203 2.13260 -1.74618
O -5.52354 1.66651 -0.42825
O -3.43132 1.88222 -2.03199
C -2.63511 2.92497 -1.54201
C -3.47553 4.18363 -1.96546
O -4.84909 3.77759 -1.74334
H -2.64288 2.86654 -0.45360
H -1.67301 2.84843 -2.04855
H -3.36668 4.43777 -3.01981
H -3.32458 5.09248 -1.38294
C -1.33473 -1.75511 0.03119
N -0.51549 -0.61116 0.20600
C 0.61262 -0.74478 1.13752
C -0.75034 0.55981 -0.44450
O -0.05398 1.57080 -0.43703
H -1.94304 -1.81034 0.93397
H -0.84844 -2.72562 -0.06738
H -2.01799 -1.57181 -0.79806
H 1.26710 -1.53391 0.76737
H 1.17548 0.17707 1.28409
H 0.08587 -0.86424 2.08428
H -1.69517 0.50332 -1.00691
C 1.79458 2.71957 3.31848
N 1.21981 2.06246 4.54154
C 1.50971 2.81143 5.79138
C 0.42331 0.98393 4.43117
O -0.07131 0.50023 5.46337
H 1.40867 2.31145 2.38434
H 2.84175 2.46299 3.47878
H 1.74508 3.80587 3.24372
H 2.54149 2.70997 6.12788
H 1.38263 3.87915 5.61273
H 0.87922 2.56220 6.64489
H 0.40096 0.52095 3.43250
*
```

Mulliken population analysis, charges in e, atoms 1 to 8: number 1, C, carries -0.727; number 2, N, carries 0.874; number 3, O, carries -0.424; number 4, O, carries -0.511; number 5, H, carries 0.118; number 6, H, carries 0.321; number 7, H, carries 0.341; number 8, C, carries -0.637


Density functional theory data (ωB97M-V/def2-TZVPD) for a single C6H12BNO molecule.

Summary:
- SMILES = C/B=N\CC/C(C)=C\O
- ΔE to the lowest compared entry with this formula, charge and spin (kcal/mol) = 0.0
- E_tot (Eh) = -390.663242
- HOMO-LUMO gap (eV) = 8.9

Structure (ORCA input):
```
! RIJCOSX wB97M-V def2-TZVPD def2/J DEFGRID3
* xyz 0 1
C 0.12395 2.03377 -2.79891
B -0.42697 1.79441 -1.37373
N -0.87663 1.54258 -0.24129
C -1.14410 1.04803 1.04588
C -0.01479 0.14496 1.58540
C 0.20780 -1.15044 0.84442
C -0.97263 -2.04397 0.61398
C 1.42296 -1.52521 0.44825
O 2.54060 -0.75194 0.66317
H 0.86646 2.82828 -2.82795
H -0.66603 2.29119 -3.50054
H 0.60644 1.12568 -3.15889
H -2.09478 0.50268 1.03175
H -1.25380 1.89336 1.73772
H -0.25982 -0.07917 2.62849
H 0.91445 0.71433 1.56298
H -0.67513 -2.95027 0.09474
H -1.71846 -1.53164 0.00950
H -1.43560 -2.32725 1.55886
H 1.58152 -2.46030 -0.07416
H 3.27457 -1.09908 0.15033
*
```

Mulliken population analysis, charges in e, atoms 1 to 8: number 1, C, carries -0.838; number 2, B, carries -0.423; number 3, N, carries 0.249; number 4, C, carries -0.522; number 5, C, carries -0.581; number 6, C, carries 0.698; number 7, C, carries -1.395; number 8, C, carries -0.449


Number 1: maximum force 0.01903 hartree/bohr. Number 2: maximum force 0.02134 hartree/bohr. Number 3: maximum force 0.11154 hartree/bohr. Number 4: maximum force 0.10932 hartree/bohr. Number 5: maximum force 0.03713 hartree/bohr. Number 6: maximum force 0.09097 hartree/bohr. Number 7: maximum force 0.04735 hartree/bohr. Number 8: maximum force 0.11706 hartree/bohr. Number 9: maximum force 0.01700 hartree/bohr.